A 10-piece molecular cluster, C31H32F9NO27 overall, computed with the ωB97M-V functional and the def2-TZVPD basis.

Calculated values
- E_LUMO (Ha) = 0.009
- E (eV) = -113891.50570
- gap between HOMO and LUMO (eV) = 8.82
- net charge = 0
- F_max (eV/Å) = 7.65
- multiplicity = 1

Last column: Löwdin charge in e.
Element x y z (Å)
C (-2.53537, -0.39042, -3.48418)  -0.046
C (-2.03159, -1.66941, -2.97923)  -0.354
O (-1.82143, -2.34315, -4.19627)  0.135
C (-2.70794, -1.89823, -5.11907)  -0.568
O (-2.83351, -2.26188, -6.30901)  0.109
O (-3.12730, -0.80371, -4.68602)  0.130
F (-3.05122, -2.12979, -2.28890)  0.110
H (-1.70376, 0.26508, -3.74277)  0.142
H (-3.27789, 0.10014, -2.85481)  0.157
H (-1.14643, -1.74918, -2.34818)  0.144
C (1.97358, 0.03621, 3.06401)  -0.100
C (0.74563, 0.89084, 2.95206)  -0.237
O (0.82232, 1.63623, 4.16645)  0.177
C (1.60151, 1.06818, 4.99914)  -0.613
O (1.81322, 1.26139, 6.16228)  0.163
O (2.24768, 0.03966, 4.42559)  0.092
F (-0.31166, 0.06144, 3.20148)  0.055
H (2.81063, 0.54059, 2.58125)  0.143
H (1.80777, -0.95451, 2.64085)  0.111
H (0.51678, 1.32621, 1.97935)  0.139
C (-1.70363, -2.85914, 3.15114)  -0.033
C (-0.29116, -3.22375, 3.55911)  -0.348
O (-0.12518, -4.53018, 3.10418)  0.158
C (-1.09185, -4.79841, 2.22294)  -0.600
O (-1.03915, -5.78830, 1.52141)  0.138
O (-1.88274, -3.78290, 2.09469)  0.083
F (0.02041, -3.15426, 4.84128)  0.115
H (-1.84527, -1.82023, 2.85330)  0.117
H (-2.48047, -2.95667, 3.90950)  0.146
H (0.46556, -2.61706, 3.06170)  0.150
C (-1.71112, 5.27376, 1.61426)  -0.071
C (-1.37856, 3.81816, 2.00656)  -0.378
O (-0.22220, 3.94156, 2.80396)  0.114
C (0.44933, 5.06202, 2.28680)  -0.427
O (1.62224, 5.31590, 2.50588)  0.146
O (-0.45569, 5.86404, 1.59117)  0.056
F (-1.12431, 3.07164, 0.99178)  0.118
H (-2.34882, 5.80464, 2.32109)  0.140
H (-2.09071, 5.36777, 0.59682)  0.136
H (-2.21002, 3.36392, 2.54549)  0.165
C (5.43859, -1.96570, 1.67965)  -0.083
C (4.13879, -2.64747, 1.32944)  -0.318
O (3.74022, -1.95074, 0.21209)  0.117
C (4.82227, -1.17464, -0.25825)  -0.471
O (4.91575, -0.40774, -1.22766)  0.122
O (5.78212, -1.18380, 0.60165)  0.121
F (3.44109, -2.27620, 2.40444)  0.063
H (6.17870, -2.73135, 1.91227)  0.139
H (5.56224, -1.33949, 2.56322)  0.154
H (4.22812, -3.73248, 1.27603)  0.184
C (-6.61496, 0.69844, 0.87513)  -0.081
C (-6.61307, 1.40990, 2.23839)  -0.255
O (-5.24639, 1.84758, 2.20400)  0.119
C (-4.49811, 0.95064, 1.53401)  -0.446
O (-3.25476, 0.92615, 1.49545)  0.119
O (-5.33249, 0.11682, 0.77898)  0.058
F (-6.85321, 0.48642, 3.21625)  0.063
H (-6.88608, 1.22265, -0.04127)  0.149
H (-7.27801, -0.12006, 1.15535)  0.137
H (-7.34692, 2.19399, 2.42486)  0.174
C (4.73589, 4.32715, -0.18232)  -0.055
C (5.09399, 2.81109, -0.26303)  -0.342
O (3.94553, 2.21022, 0.28294)  0.152
C (2.91963, 3.02719, 0.09161)  -0.554
O (1.79289, 2.70264, 0.24080)  0.160
O (3.34166, 4.27294, -0.25729)  0.081
F (6.19277, 2.61897, 0.44114)  0.103
H (5.31299, 4.81833, -0.96577)  0.144
H (5.02684, 4.59617, 0.83310)  0.146
H (5.35795, 2.59993, -1.29929)  0.172
C (-0.76771, 4.06517, -3.78300)  0.007
C (-0.65056, 3.32042, -2.49301)  -0.366
O (-1.79300, 3.80361, -1.79092)  0.129
C (-2.77104, 3.87376, -2.66002)  -0.520
O (-3.98621, 4.07812, -2.40918)  0.099
O (-2.21786, 3.81197, -3.91805)  0.040
F (0.51235, 3.61323, -1.98889)  0.126
H (-0.10118, 3.57184, -4.49044)  0.150
H (-0.70033, 5.14577, -3.65710)  0.155
H (-0.71869, 2.23281, -2.46899)  0.167
C (0.25584, -5.44886, -4.24658)  -0.003
C (1.66899, -5.79077, -4.89945)  -0.190
O (2.56573, -5.55975, -3.76286)  0.155
C (1.95388, -4.92491, -2.81145)  -0.671
O (2.48781, -4.34578, -1.87064)  0.118
O (0.74435, -4.87858, -3.06041)  0.120
F (1.90637, -4.88662, -5.89940)  0.063
H (-0.34030, -6.35767, -4.16424)  0.134
H (-0.43688, -4.80987, -4.79426)  0.135
H (1.76681, -6.82232, -5.23772)  0.164
N (0.86779, -1.73300, -0.47540)  0.062
C (-0.33308, -2.33203, -0.20878)  -0.158
C (-1.37197, -1.46239, 0.09644)  -0.081
C (-0.69811, -0.25462, -0.19233)  -0.171
C (0.63154, -0.32630, -0.33022)  -0.084
H (1.69603, -2.16566, -0.85870)  0.111
H (-0.39165, -3.41030, -0.22577)  0.122
H (-2.39818, -1.71072, 0.32363)  0.112
H (-1.23521, 0.68081, -0.24625)  0.086
H (1.46274, 0.33693, -0.51903)  0.103